Molecular formula: C14H15BFNO
Method: DFT, ωB97M-V/def2-TZVPD

Computed properties:
- HOMO level: -8.232 eV
- Molar mass: 243.09 g mol⁻¹
- Strongest force on any atom: 4.0 eV/A
- E: -797.1642 a.u.
- Frontier orbital gap: 0.3093 hartree

Each line ends with the Löwdin charge.
Element x y z (Å)
C1 -1.34983 0.58556 1.53158  0.00
H1 3.69946 -2.02615 2.01228  0.09
H2 1.60876 -1.54520 -2.56969  0.12
H3 2.78442 2.21879 2.05261  0.13
C2 2.12431 -1.33093 0.72123  -0.06
C3 -3.50593 1.75647 0.96546  -0.26
H4 -2.41474 1.91301 2.84459  0.10
C4 -2.41516 1.49344 1.85448  0.03
C5 3.10579 -1.20975 1.67739  -0.07
H5 -0.47108 0.48397 2.10601  0.09
C6 0.63888 -1.04522 -2.78142  -0.08
H6 -4.28709 1.46410 -0.93551  0.11
H7 -1.45204 -1.65327 -2.50848  0.11
C7 -3.52257 1.10156 -0.27092  -0.02
H8 -0.21532 -3.09483 -2.21924  0.14
C8 2.55329 1.11578 1.85620  -0.13
F1 -4.46286 2.63747 1.28999  0.06
H9 -0.37788 0.80248 -2.24813  0.16
C9 -2.46523 0.30867 -0.59069  -0.07
C10 -0.47405 -2.01566 -2.13004  -0.23
B1 -0.10824 -0.45436 -0.49026  -0.58
H10 3.96104 0.07496 3.07961  0.10
H11 1.10498 1.91378 0.66646  0.12
C11 1.57613 0.97654 0.93570  -0.12
C12 -1.38511 0.07272 0.24680  -0.11
C13 3.25485 0.04610 2.27097  -0.11
N1 0.43003 0.22248 -1.94927  0.15
H12 2.01440 -2.33259 0.25944  0.12
H13 0.58860 -0.92927 -3.92419  0.14
C14 1.26372 -0.29232 0.48928  -0.13
O1 -0.47649 -1.90791 -0.76670  -0.04
H14 1.31208 0.71492 -1.90412  0.14
H15 -2.63709 -0.06533 -1.57139  0.10

Forces on atoms 1 to 2 (eV/Å):
-3.0 2.1 -1.5
0.4 -0.5 0.1

Molecular formula: C14H15BN4PtSSe3Te
Method: DFT, ωB97M-V/def2-TZVPD

Computed properties:
- HOMO level: -0.962 eV
- Molar mass: 841.74 g mol⁻¹
- Strongest force on any atom: 2.3 eV/A
- E: -8776.2558 a.u.
- Charge: -2
- Frontier orbital gap: 0.1880 hartree

Each line ends with the Löwdin charge.
Element x y z (Å)
N1 -1.93550 -2.44230 1.68570  0.02
C1 0.89570 0.22820 5.70810  -0.03
Se1 3.65730 1.38140 0.64610  -0.33
N2 -0.68990 0.10910 10.23430  0.12
H1 -4.56670 -1.35980 0.92880  -0.01
H2 -4.83250 -0.67130 -0.92620  0.00
H3 0.38890 -1.78910 3.94700  0.09
C2 -1.48640 0.63800 5.53980  -0.03
C3 -0.46680 0.26590 7.69910  -0.26
H4 -3.26320 -2.35730 3.26900  0.12
C4 0.78980 0.12070 7.06710  -0.04
N3 -1.94210 0.38130 0.20120  -0.07
C5 -0.23780 0.47640 4.90270  -0.27
H5 0.81680 -3.52000 4.02180  0.12
H6 1.85730 0.12900 5.22210  0.12
Se2 2.39830 -0.52420 0.32150  -0.17
Te1 1.89640 3.30660 0.51560  0.09
H7 -1.97780 -1.13000 3.32460  0.10
C6 -0.58780 0.18020 9.08090  -0.24
C7 -0.00930 0.80750 2.31630  -0.22
H8 -2.35110 0.85200 4.92580  0.12
C8 -1.60010 0.53180 6.89770  -0.04
C9 -0.66510 -2.52690 1.25200  -0.91
C10 0.13560 -2.78770 3.57150  -0.18
H9 -5.26830 0.47650 0.63780  -0.01
C11 -2.20270 -2.17620 3.08180  -0.18
H10 1.24860 -2.73180 1.78340  0.06
C12 -1.31690 -3.09410 3.91740  -0.16
C13 -0.12180 0.55690 3.50900  -0.18
N4 0.30560 -2.85110 2.13440  0.00
S1 -0.32350 -2.53320 -0.39230  0.54
H11 -1.50170 -2.92680 4.97750  0.11
H12 1.66570 -0.06890 7.67810  0.11
Se3 0.43040 2.43860 -1.28070  -0.35
C14 -3.06880 0.11380 0.20760  -0.22
Pt1 0.08980 0.26390 0.35880  0.34
H13 -2.61510 -2.08410 1.01990  0.07
H14 -1.54580 -4.13510 3.68130  0.11
H15 -2.56350 0.65640 7.37690  0.11
B1 -4.54330 -0.38070 0.20710  -0.44

Forces on atoms 1 to 2 (eV/Å):
0.1 0.3 0.1
-0.1 0.0 -0.4

Molecular formula: C14H15BN8OS2V
Method: DFT, ωB97M-V/def2-TZVPD

Computed properties:
- HOMO level (alpha / beta): -15.037 / -15.030 eV
- Molar mass: 437.22 g mol⁻¹
- Strongest force on any atom: 1.4 eV/A
- ⟨S²⟩: 0.8920
- E: -2820.5031 a.u.
- Charge: +2
- Multiplicity: 2
- Frontier orbital gap (alpha / beta): 0.2228 / 0.2036 hartree
- Energy relative to the best compared isomer or geometry (same formula, charge and spin): 0.058 eV

Each line ends with the Mulliken spin population.
Element x y z (Å)
H1 -0.86028 2.98937 1.03844  0.00
N1 -0.16290 -1.42639 -0.71929  -0.02
N2 -2.05400 0.27274 2.71453  0.00
O1 -0.21202 -1.33992 -4.27761  0.00
C1 1.78345 -0.67249 2.84623  0.00
C2 3.31738 -1.31526 1.41081  -0.01
C3 -0.23957 2.64186 0.22829  0.01
C4 -1.36940 1.83473 4.19499  0.00
H2 4.18692 -1.70002 0.90181  0.00
H3 -0.57183 -2.99733 -2.07551  0.00
C5 -1.91893 -1.65027 0.57779  0.01
C6 -1.31564 -1.10295 -5.21413  0.00
H4 1.18216 -0.45052 3.71283  0.00
C7 0.25828 3.32560 -0.87697  0.01
C8 -0.37266 1.64314 3.28386  0.00
H5 3.66943 -1.57241 3.57375  0.00
N3 1.33448 -0.39463 1.61776  0.01
H6 0.59892 2.10525 3.19872  0.00
N4 -0.81215 -0.93406 0.38908  0.01
H7 1.55017 2.49192 -2.49487  0.00
H8 -1.98594 -1.94179 -5.07240  0.00
N5 -0.79903 0.69231 2.39371  0.00
S1 2.15279 -0.90352 -3.24167  0.17
N6 0.17843 1.37533 0.18509  0.00
N7 2.28486 -0.80385 0.71381  -0.01
C9 3.04457 -1.24771 2.76065  0.00
H9 -1.36961 2.50754 5.03448  0.00
C10 -2.01317 -2.62618 -0.41870  0.00
C11 0.98919 2.39204 -1.57971  0.00
B1 -0.07870 0.19452 1.19899  -0.01
C12 -0.89894 -2.45926 -1.20039  0.00
V1 1.52488 -0.62375 -1.11697  0.70
N8 0.93252 1.20620 -0.93988  0.01
C13 -2.39417 0.95058 3.78883  0.00
H10 -3.35864 0.78909 4.24268  0.00
S2 1.00840 0.89136 -5.07434  0.14
H11 0.10553 4.36165 -1.12278  0.00
H12 -2.79657 -3.35426 -0.53478  0.00
C14 0.75634 -0.48853 -4.26683  -0.01
H13 -1.79712 -0.15992 -4.96635  0.00
H14 -2.56028 -1.41571 1.41198  0.00
H15 -0.91714 -1.08450 -6.22594  0.00

Forces on atoms 1 to 2 (eV/Å):
0.0 0.0 0.0
0.3 0.1 0.0

Molecular formula: C14H15Cl2IN2O2Ti
Method: DFT, ωB97M-V/def2-TZVPD

Computed properties:
- HOMO level (alpha / beta): -5.842 / -9.251 eV
- Molar mass: 488.96 g mol⁻¹
- Strongest force on any atom: 2.9 eV/A
- ⟨S²⟩: 2.0197
- E: -2870.1279 a.u.
- Multiplicity: 3
- Frontier orbital gap (alpha / beta): 0.2061 / 0.3168 hartree
- Energy relative to the best compared isomer or geometry (same formula, charge and spin): 0.000 eV

Each line ends with the Mulliken spin population.
Element x y z (Å)
C1 4.72337 3.37067 0.76231  0.00
C2 -2.02858 -0.81881 -1.40216  0.15
H1 -1.40329 -1.88476 4.62215  0.00
C3 -3.11327 -0.84346 -2.28367  -0.03
H2 -3.15492 -1.65741 -3.00780  0.01
H3 3.29234 4.96002 0.34575  0.00
H4 0.35298 -4.47215 -3.05584  0.01
H5 2.28522 -3.87631 -1.56781  0.01
Cl1 -0.06482 -2.87889 2.90627  0.00
C4 -2.82469 1.21545 -0.47158  0.01
N1 -1.88857 0.22524 -0.51213  0.13
H6 5.13734 2.85291 1.63116  0.00
C5 3.63790 4.35829 1.18942  0.00
O1 -0.18090 0.03688 2.21138  0.06
O2 -0.15320 0.31561 4.45762  -0.01
H7 2.77362 3.84065 1.61114  0.00
H8 4.32663 2.61869 0.07455  0.00
C6 -1.18454 -1.65535 3.57840  0.00
C7 -3.93923 1.18438 -1.29628  0.06
H9 -4.92976 0.11916 -2.92199  0.01
C8 0.29319 -3.63447 -2.36566  0.10
C9 -0.45934 -0.32351 3.48294  0.01
C10 -0.93360 -1.78213 -1.44061  0.13
I1 1.72948 1.72511 -0.42406  -0.02
H10 -4.68891 1.96939 -1.21278  0.01
Cl2 -2.68469 -1.49760 2.63032  0.00
C11 -0.84685 -2.84446 -2.34071  -0.02
C12 1.36242 -3.30499 -1.53272  0.06
H11 5.55029 3.88185 0.26033  0.00
N2 0.11461 -1.51102 -0.59262  0.11
C13 -4.08310 0.15476 -2.23364  0.10
C14 1.26071 -2.23013 -0.66453  0.02
Ti1 -0.07595 0.21399 0.43068  1.07
H12 4.02299 5.05089 1.94428  0.00
H13 2.06759 -1.89511 -0.01735  0.00
H14 -2.61892 2.01789 0.23238  0.00
H15 -1.67355 -3.00128 -3.02713  0.01

Forces on atoms 1 to 2 (eV/Å):
0.0 0.1 0.0
0.6 -0.4 -0.1